No. 1
Below is a 8-piece molecular cluster, C29H73N2O10 overall at a distorted geometry, with properties calculated with the ωB97M-V functional and the def2-TZVPD basis.

Structure (XYZ):
```
114
C29H73N2O10 (the ωB97M-V functional and the def2-TZVPD basis)
C -2.093 -2.943 -0.942
C -1.486 -1.518 -1.261
O -0.106 -1.720 -1.498
C -2.290 -0.967 -2.476
C -2.031 0.560 -2.761
C -2.983 1.152 -3.859
C -4.491 0.759 -3.824
O -4.740 -0.571 -4.281
C -5.285 1.135 -2.540
N -5.259 0.129 -1.469
C -2.187 1.420 -1.457
C -0.910 1.812 -0.649
C -1.041 1.331 0.862
C -0.913 3.388 -0.525
N 0.369 1.266 -1.131
O 1.360 1.886 -0.574
C 0.552 1.282 -2.591
C 1.874 0.444 -2.873
C 0.836 2.689 -3.216
C -0.583 0.606 -3.427
H -1.715 -3.655 -1.706
H -1.831 -3.288 0.071
H -3.196 -2.947 -1.060
H -1.689 -0.908 -0.368
H 0.001 -2.103 -2.369
H -1.992 -1.574 -3.362
H -3.351 -1.193 -2.296
H -2.615 0.855 -4.865
H -2.947 2.265 -3.863
H -4.955 1.383 -4.623
H -5.030 -1.112 -3.545
H -6.345 1.313 -2.823
H -4.872 2.097 -2.172
H -6.151 -0.365 -1.495
H -5.176 0.527 -0.545
H -2.709 2.354 -1.746
H -2.879 0.884 -0.785
H -1.864 0.612 1.014
H -0.105 0.803 1.142
H -1.113 2.192 1.547
H -0.903 3.890 -1.507
H -1.897 3.633 -0.067
H -0.146 3.755 0.173
H 1.840 -0.048 -3.863
H 2.080 -0.258 -2.050
H 2.687 1.189 -2.907
H 1.601 3.271 -2.680
H -0.109 3.245 -3.389
H 1.246 2.491 -4.229
H -0.597 1.112 -4.413
H -0.248 -0.426 -3.641
C 3.249 -3.486 -1.002
C 3.569 -2.752 0.283
O 3.302 -1.357 0.128
H 3.841 -3.087 -1.828
H 3.449 -4.556 -0.912
H 2.196 -3.347 -1.261
H 4.621 -2.866 0.538
H 2.969 -3.140 1.114
H 2.368 -1.262 -0.092
C 4.975 4.083 -5.579
C 5.063 2.862 -4.683
O 3.880 2.072 -4.785
H 4.110 4.691 -5.310
H 5.875 4.695 -5.496
H 4.848 3.787 -6.624
H 5.168 3.160 -3.640
H 5.926 2.244 -4.953
H 3.791 1.799 -5.702
C 2.483 0.815 2.897
C 2.593 -0.355 3.852
O 1.434 -1.184 3.765
H 1.596 1.412 3.121
H 3.364 1.456 2.961
H 2.380 0.461 1.869
H 2.675 -0.006 4.882
H 3.477 -0.959 3.622
H 1.374 -1.491 2.854
C 1.077 3.430 5.550
C -0.079 4.405 5.435
O 0.392 5.750 5.424
H 1.647 3.619 6.461
H 0.718 2.398 5.567
H 1.767 3.546 4.710
H -0.754 4.301 6.284
H -0.649 4.223 4.517
H 0.978 5.847 4.669
C -0.609 -4.669 4.079
C 0.871 -4.836 4.369
O 1.656 -4.178 3.382
H -0.852 -5.073 3.094
H -1.216 -5.180 4.829
H -0.882 -3.611 4.069
H 1.146 -5.891 4.358
H 1.122 -4.425 5.353
H 1.419 -3.244 3.402
C -8.195 0.483 1.959
C -7.992 0.768 0.483
O -7.771 -0.444 -0.240
H -7.325 -0.030 2.372
H -8.355 1.407 2.517
H -9.056 -0.172 2.112
H -7.121 1.404 0.333
H -8.866 1.276 0.064
H -8.545 -1.000 -0.116
C 5.460 -4.083 3.056
C 6.932 -4.268 3.370
O 7.744 -3.617 2.395
H 5.229 -4.483 2.068
H 4.834 -4.588 3.794
H 5.198 -3.022 3.042
H 7.195 -5.326 3.362
H 7.172 -3.861 4.358
H 7.522 -2.683 2.408
```

Summary:
HOMO level (alpha / beta) (eV): -8.4 / -9.3
Total energy (eV): -54707.1164
Orbital gap (alpha / beta) (eV): 8.8 / 9.6
Spin multiplicity: 2

***

No. 2
Below is C26H73F6N3O12P as an isolated structure at a distorted geometry, with properties calculated with the ωB97M-V functional and the def2-TZVPD basis.

Structure (XYZ):
```
121
C26H73F6N3O12P (the ωB97M-V functional and the def2-TZVPD basis)
P 1.880 -14.894 11.038
F 2.257 -15.764 12.325
F 1.643 -13.564 11.980
F 3.471 -14.502 10.859
F 1.484 -14.009 9.767
F 2.150 -16.203 10.102
F 0.353 -15.271 11.246
C 4.499 -16.093 13.169
O 3.846 -14.860 13.452
C 4.296 -13.786 12.668
C 3.404 -12.549 12.780
N 2.920 -12.281 14.193
C 3.978 -11.649 14.994
C 5.046 -12.567 15.538
O 4.544 -13.873 15.818
C 5.504 -14.650 16.508
H 5.547 -16.119 13.471
H 4.320 -16.241 12.104
H 4.017 -16.945 13.648
H 4.243 -14.071 11.617
H 5.350 -13.577 12.849
H 2.535 -12.699 12.139
H 3.873 -11.634 12.417
H 2.199 -11.583 14.078
H 3.527 -11.195 15.877
H 4.345 -10.759 14.482
H 5.401 -12.072 16.442
H 5.897 -12.610 14.858
H 6.435 -14.757 15.953
H 4.979 -15.566 16.780
H 5.827 -14.291 17.485
C -2.036 -23.132 6.618
O -1.653 -22.037 7.394
C -2.566 -21.688 8.403
C -1.965 -20.658 9.427
N -0.786 -21.259 10.140
C -0.455 -20.538 11.373
C 0.130 -19.098 11.092
O 1.229 -19.203 10.244
C 1.716 -17.874 9.816
H -3.027 -23.023 6.175
H -2.080 -24.055 7.196
H -1.343 -23.349 5.806
H -2.748 -22.518 9.085
H -3.477 -21.328 7.923
H -2.704 -20.291 10.139
H -1.654 -19.783 8.856
H 0.016 -21.086 9.550
H 0.305 -21.092 11.925
H -1.319 -20.520 12.037
H 0.451 -18.663 12.039
H -0.643 -18.430 10.712
H 0.860 -17.236 9.597
H 2.263 -17.931 8.875
H 2.363 -17.431 10.573
C 7.229 -14.516 5.124
O 6.455 -14.683 6.306
C 5.881 -13.464 6.698
C 4.829 -13.789 7.802
N 3.736 -14.634 7.389
C 2.808 -15.012 8.437
C 1.595 -15.790 7.898
O 1.984 -17.095 7.445
C 0.958 -17.869 6.846
H 6.731 -13.979 4.317
H 7.415 -15.495 4.681
H 8.204 -14.091 5.361
H 5.484 -12.860 5.883
H 6.642 -12.906 7.244
H 4.535 -12.797 8.146
H 5.421 -14.309 8.555
H 4.173 -15.452 6.990
H 2.409 -14.110 8.901
H 3.200 -15.662 9.219
H 1.085 -15.190 7.144
H 0.867 -15.977 8.687
H 0.589 -17.312 5.985
H 0.231 -18.139 7.612
H 1.409 -18.767 6.422
C -0.612 -15.383 8.782
O -1.821 -15.937 8.332
H -0.066 -14.879 7.984
H -0.714 -14.716 9.638
H 0.007 -16.218 9.109
H -1.827 -15.742 7.392
C 1.815 -17.794 13.024
O 1.476 -18.070 14.339
H 2.497 -16.943 13.008
H 2.369 -18.652 12.645
H 0.919 -17.688 12.412
H 1.702 -18.975 14.567
C 1.099 -12.585 8.316
O -0.002 -11.714 8.062
H 1.022 -12.922 9.349
H 1.204 -13.398 7.597
H 2.014 -11.992 8.302
H 0.349 -10.953 7.594
C 5.270 -15.529 10.116
O 6.411 -16.393 10.200
H 5.564 -14.482 10.177
H 4.707 -15.741 9.207
H 4.689 -15.730 11.017
H 6.917 -16.254 9.396
C -0.086 -15.091 13.973
C 0.813 -13.927 14.369
O 2.106 -14.288 13.905
H 0.117 -15.959 14.601
H 0.065 -15.396 12.938
H -1.159 -14.921 14.065
H 0.771 -13.744 15.443
H 0.456 -13.042 13.842
H 2.040 -14.437 12.959
C -1.000 -13.267 10.398
C -1.131 -12.779 11.808
O -2.288 -11.931 11.932
H -1.906 -13.813 10.137
H -0.120 -13.908 10.343
H -0.889 -12.475 9.657
H -0.238 -12.199 12.041
H -1.139 -13.644 12.472
H -2.561 -11.813 12.845
```

Summary:
Charge: -1
HOMO level (eV): -4.4
Total energy (eV): -82747.6690
Orbital gap (eV): 6.9

***

No. 3
Below is an isolated molecule of C17H27NO2, with properties calculated with the ωB97M-V functional and the def2-TZVPD basis.

Structure (XYZ):
```
47
C17H27NO2 (the ωB97M-V functional and the def2-TZVPD basis)
C -0.711 -2.340 -4.762
C -0.030 -2.133 -3.414
C -0.848 -1.219 -2.505
C -0.166 -0.903 -1.173
C 0.000 -2.126 -0.258
C 1.414 -2.712 -0.224
C 2.475 -1.814 0.414
C 2.302 -1.611 1.923
C 1.089 -0.797 2.351
O 0.310 -1.190 3.194
N 1.015 0.413 1.737
C 0.000 1.369 1.790
C -1.056 1.320 2.683
C -2.043 2.301 2.679
C -1.951 3.335 1.765
C -0.899 3.401 0.860
C 0.080 2.426 0.862
O 1.161 2.385 0.007
C 1.270 3.390 -0.969
H 1.376 4.381 -0.517
H 0.409 3.387 -1.644
H 2.171 3.156 -1.535
H -0.862 4.220 0.159
H -2.705 4.107 1.745
C -3.168 2.226 3.667
H -3.597 1.227 3.679
H -2.800 2.442 4.670
H -3.948 2.944 3.424
H -1.107 0.503 3.383
H 1.719 0.634 1.047
H 2.227 -2.581 2.417
H 3.186 -1.102 2.316
H 2.501 -0.851 -0.101
H 3.450 -2.283 0.256
H 1.381 -3.654 0.330
H 1.732 -2.940 -1.243
H -0.684 -2.910 -0.589
H -0.295 -1.868 0.759
H -0.767 -0.151 -0.658
H 0.806 -0.452 -1.380
H -1.820 -1.680 -2.311
H -1.033 -0.278 -3.032
H 0.959 -1.694 -3.572
H 0.106 -3.103 -2.933
H -0.838 -1.389 -5.276
H -1.693 -2.788 -4.627
H -0.119 -2.996 -5.395
```

Summary:
HOMO level (eV): -8.0
Total energy (eV): -23653.0009
Orbital gap (eV): 8.7
SMILES string: CCCCCCCCC(=O)Nc1cc(C)ccc1OC
Energy relative to the best compared isomer or geometry (same formula, charge and spin) (kcal per mole): 4.8

***

No. 4
Below is a 2-piece molecular cluster, C6H14O overall at a distorted geometry, with properties calculated with the ωB97M-V functional and the def2-TZVPD basis.

Structure (XYZ):
```
21
C6H14O (the ωB97M-V functional and the def2-TZVPD basis)
C 0.383 -2.513 -0.025
C -0.200 -1.324 -0.825
C -0.282 -0.052 0.054
C 0.860 0.378 0.594
C 1.081 1.545 1.522
C -1.665 0.303 0.531
H -0.119 -3.432 -0.332
H 1.438 -2.760 0.069
H 0.099 -2.451 1.038
H -1.233 -1.626 -0.947
H 0.313 -1.251 -1.776
H 1.730 -0.225 0.306
H 0.310 1.697 2.272
H 1.014 2.427 0.868
H 2.133 1.575 1.845
H -2.209 -0.500 1.071
H -1.534 1.166 1.201
H -2.228 0.699 -0.333
H 0.488 1.505 -2.216
H -0.048 2.878 -2.482
O -0.330 1.960 -2.436
```

Summary:
HOMO level (eV): -8.7
Total energy (eV): -8495.4069
Orbital gap (eV): 9.5
SMILES string: C/C=C(\C)CC.O
Energy relative to the best compared isomer or geometry (same formula, charge and spin) (kcal per mole): 34.3

***

No. 5
Below is C8H21N2OPSTl as an isolated structure at a distorted geometry, with properties calculated with the ωB97M-V functional and the def2-TZVPD basis.

Structure (XYZ):
```
35
C8H21N2OPSTl (the ωB97M-V functional and the def2-TZVPD basis)
Tl -0.171 1.444 0.406
H 1.326 -2.296 0.759
H 1.331 -2.455 0.007
P 0.110 0.084 -2.413
C -1.412 -0.326 -3.382
H -1.298 -0.215 -4.482
H -1.719 -1.371 -3.163
H -2.238 0.340 -3.051
C 0.537 1.740 -3.122
H 1.500 2.046 -2.695
H 0.609 1.773 -4.217
H -0.221 2.462 -2.802
C 1.384 -0.972 -3.242
H 1.173 -2.043 -3.031
H 1.459 -0.841 -4.342
H 2.375 -0.733 -2.795
C -1.998 -1.003 -0.056
O -3.050 -1.379 0.224
H 1.510 0.878 -0.201
H -1.042 2.690 -0.540
S -0.309 1.346 2.951
C -0.064 -0.233 3.571
N -1.125 -0.981 3.960
C -1.067 -1.840 5.152
C 0.180 -1.527 5.928
C 1.379 -1.600 5.024
N 1.168 -0.653 3.926
H -2.028 -0.734 3.615
H -1.064 -2.895 4.862
H -1.982 -1.675 5.723
H 0.292 -2.215 6.749
H 0.113 -0.544 6.390
H 1.480 -2.621 4.648
H 2.320 -1.341 5.513
H 1.961 -0.225 3.498
```

Summary:
Charge: +1
HOMO level (eV): -11.0
Total energy (eV): -38472.7916
Orbital gap (eV): 7.1
Energy relative to the best compared isomer or geometry (same formula, charge and spin) (kcal per mole): 0.0

***

No. 6
Below is C6H8S2 as an isolated structure at a distorted geometry, with properties calculated with the ωB97M-V functional and the def2-TZVPD basis.

Structure (XYZ):
```
16
C6H8S2 (the ωB97M-V functional and the def2-TZVPD basis)
C -1.512 0.091 0.714
C -0.214 -0.077 0.000
C 1.001 -0.496 0.949
C 1.716 -0.621 -0.376
C 1.545 0.897 -0.992
C 0.275 1.311 -0.674
H -3.952 -1.243 -0.249
H -1.501 1.078 1.150
H -1.624 -0.880 1.405
H 0.752 -1.607 1.309
H 1.274 0.203 1.809
H 2.789 -0.705 -0.505
H 2.477 1.299 -1.464
H -0.431 2.116 -1.294
S -2.733 -0.075 -0.707
S 0.140 -1.290 -1.074
```

Summary:
HOMO level (eV): -8.2
Total energy (eV): -28016.2022
Orbital gap (eV): 8.2
Energy relative to the best compared isomer or geometry (same formula, charge and spin) (kcal per mole): 134.7

***

Please write out number 5 again, unchanged.
Below is C8H21N2OPSTl as an isolated structure at a distorted geometry, with properties calculated with the ωB97M-V functional and the def2-TZVPD basis.

Structure (XYZ):
```
35
C8H21N2OPSTl (the ωB97M-V functional and the def2-TZVPD basis)
Tl -0.171 1.444 0.406
H 1.326 -2.296 0.759
H 1.331 -2.455 0.007
P 0.110 0.084 -2.413
C -1.412 -0.326 -3.382
H -1.298 -0.215 -4.482
H -1.719 -1.371 -3.163
H -2.238 0.340 -3.051
C 0.537 1.740 -3.122
H 1.500 2.046 -2.695
H 0.609 1.773 -4.217
H -0.221 2.462 -2.802
C 1.384 -0.972 -3.242
H 1.173 -2.043 -3.031
H 1.459 -0.841 -4.342
H 2.375 -0.733 -2.795
C -1.998 -1.003 -0.056
O -3.050 -1.379 0.224
H 1.510 0.878 -0.201
H -1.042 2.690 -0.540
S -0.309 1.346 2.951
C -0.064 -0.233 3.571
N -1.125 -0.981 3.960
C -1.067 -1.840 5.152
C 0.180 -1.527 5.928
C 1.379 -1.600 5.024
N 1.168 -0.653 3.926
H -2.028 -0.734 3.615
H -1.064 -2.895 4.862
H -1.982 -1.675 5.723
H 0.292 -2.215 6.749
H 0.113 -0.544 6.390
H 1.480 -2.621 4.648
H 2.320 -1.341 5.513
H 1.961 -0.225 3.498
```

Summary:
Charge: +1
HOMO level (eV): -11.0
Total energy (eV): -38472.7916
Orbital gap (eV): 7.1
Energy relative to the best compared isomer or geometry (same formula, charge and spin) (kcal per mole): 0.0